No. 1
Here is a structure of composition C8H11NO at a distorted geometry from the OMol25 dataset. Energies are from ωB97M-V/def2-TZVPD.

The calculation puts the relative energy (zero: lowest compared OMol25 entry of this formula, charge and spin) at 152.8 kcal per mole. The value obtained for the LUMO energy is 0.82 eV. The value obtained for the largest force on an atom is 0.3212 Eh/bohr. As for the HOMO energy: -8.87 eV. The gap between HOMO and LUMO is 0.35608 hartree. The net charge is 0.

Atoms and positions in Å:
C1 -1.74 1.55 0.02
C2 -0.19 1.41 0.02
C3 0.39 0.02 0.24
C4 0.23 -0.71 1.35
C5 0.61 -2.05 1.32
C6 1.20 -2.68 0.25
C7 1.40 -1.78 -1.02
C8 0.90 -0.54 -0.91
H1 -2.12 3.51 0.91
H2 -2.04 3.52 -0.62
H3 -2.10 1.14 -0.66
H4 -2.06 0.95 0.91
H5 0.19 2.02 -0.85
H6 0.42 2.04 1.11
H7 -0.46 -0.22 1.94
H8 0.40 -2.87 2.23
H9 1.61 -3.55 -0.06
H10 2.66 -2.15 -2.10
H11 1.06 -0.08 -2.01
N1 -2.26 2.87 0.06
O1 1.91 -2.42 -2.14

***

No. 2
Here is an isolated molecule of C3H9NO2S at a distorted geometry from the OMol25 dataset. Energies are from ωB97M-V/def2-TZVPD.

The calculation puts the relative energy (zero: lowest compared OMol25 entry of this formula, charge and spin) at 75.8 kcal per mole. The value obtained for the LUMO energy (alpha / beta) is 0.71 / -2.26 eV. The value obtained for the largest force on an atom is 0.1411 Eh/bohr. As for the HOMO energy (alpha / beta): -3.72 / -9.95 eV. The gap between HOMO and LUMO (alpha / beta) is 0.16301 / 0.28269 hartree. The net charge is 0. As for the spin multiplicity: 3.

Atoms and positions in Å:
C1 2.31 0.71 -0.70
C2 -1.76 -0.62 0.01
C3 -0.71 -0.01 -0.94
N1 1.12 -0.77 0.93
O1 0.49 1.78 0.79
O2 -1.97 -0.09 1.31
S1 0.90 0.65 0.02
H1 2.37 1.54 -1.30
H2 2.74 -0.30 -1.02
H3 -2.73 -0.53 -0.45
H4 -1.39 -1.55 0.30
H5 -1.12 0.90 -1.45
H6 -0.15 -0.73 -1.52
H7 0.25 -0.87 1.49
H8 2.05 -0.87 1.34
H9 -2.40 0.78 1.19

***

No. 3
Here is an isolated molecule of C4H4N2S at a distorted geometry from the OMol25 dataset. Energies are from ωB97M-V/def2-TZVPD.

The calculation puts the relative energy (zero: lowest compared OMol25 entry of this formula, charge and spin) at 90.4 kcal per mole. Its SMILES is N#C[C@@H]1CN1C=S. The value obtained for the LUMO energy is -0.15 eV. The value obtained for the largest force on an atom is 0.1153 Eh/bohr. As for the HOMO energy: -8.99 eV. The gap between HOMO and LUMO is 0.32479 hartree. The net charge is 0.

Atoms and positions in Å:
N1 0.50 0.27 -2.55
C1 0.56 -0.06 -1.45
C2 0.89 -0.61 -0.13
C3 -0.28 -1.12 0.54
N2 0.12 0.18 0.83
C4 -0.60 1.23 0.50
S1 -2.10 1.71 0.77
H1 2.06 -0.46 0.16
H2 -0.16 -1.88 1.12
H3 -1.23 -1.29 -0.06
H4 0.23 2.03 0.26

***

No. 4
Here is a structure of composition C41H58BiGeN5O4SSeSiTe from the OMol25 dataset. Energies are from ωB97M-V/def2-TZVPD.

The calculation puts the relative energy (zero: lowest compared OMol25 entry of this formula, charge and spin) at 0.0 kcal per mole. The value obtained for the LUMO energy is 0.16 eV. The value obtained for the largest force on an atom is 0.0058 Eh/bohr. As for the HOMO energy: -7.39 eV. The gap between HOMO and LUMO is 0.27754 hartree. The net charge is 0.

Atoms and positions in Å:
Bi1 0.06 0.69 -0.52
C1 -1.81 2.55 4.23
O1 -2.55 1.39 3.87
C2 -3.30 1.50 2.72
C3 -4.66 1.47 2.86
C4 -5.52 1.52 1.75
C5 -4.95 1.60 0.51
C6 -3.56 1.59 0.33
C7 -3.09 1.74 -1.02
N1 -1.90 1.52 -1.46
N2 -1.70 1.85 -2.81
C8 -0.48 2.22 -2.98
O2 0.41 2.30 -2.02
C9 -0.03 2.55 -4.36
C10 1.23 3.11 -4.56
C11 1.67 3.40 -5.85
C12 0.86 3.11 -6.94
C13 -0.39 2.54 -6.74
C14 -0.84 2.26 -5.45
C15 -2.67 1.54 1.44
O3 -1.38 1.51 1.31
H1 -1.64 2.50 5.30
H2 -0.86 2.58 3.70
H3 -2.39 3.46 4.00
H4 -5.06 1.41 3.87
H5 -6.59 1.51 1.88
H6 -5.58 1.66 -0.38
H7 -3.81 2.09 -1.76
H8 1.86 3.32 -3.71
H9 2.65 3.83 -6.00
H10 1.20 3.32 -7.94
H11 -1.02 2.30 -7.58
H12 -1.80 1.81 -5.28
C16 -0.87 -3.61 -2.17
Si1 -1.38 -1.82 -2.40
C17 -2.72 -1.51 -1.12
C18 -2.24 -1.48 -4.04
N3 0.01 -0.79 -2.16
C19 1.12 -0.90 -3.02
C20 1.11 -1.70 -4.17
C21 2.18 -1.75 -5.05
C22 3.32 -1.00 -4.82
C23 3.38 -0.22 -3.67
C24 2.32 -0.20 -2.79
O4 2.36 0.54 -1.62
C25 3.54 1.12 -1.20
C26 3.60 2.50 -1.15
C27 4.75 3.11 -0.67
C28 5.83 2.34 -0.25
C29 5.75 0.95 -0.32
C30 4.60 0.33 -0.79
H13 -1.67 -4.29 -2.45
H14 -0.65 -3.77 -1.11
H15 0.03 -3.88 -2.73
H16 -3.45 -0.78 -1.47
H17 -3.25 -2.47 -1.02
H18 -2.39 -1.23 -0.12
H19 -2.96 -2.27 -4.27
H20 -1.56 -1.38 -4.89
H21 -2.79 -0.54 -3.95
H22 0.24 -2.29 -4.40
H23 2.11 -2.38 -5.93
H24 4.15 -1.01 -5.51
H25 4.26 0.37 -3.46
H26 2.73 3.07 -1.47
H27 4.81 4.19 -0.63
H28 6.73 2.82 0.11
H29 6.59 0.34 0.00
H30 4.51 -0.74 -0.85
C31 2.30 -3.58 3.37
N4 3.01 -2.33 3.18
C32 3.99 -1.88 4.15
C33 4.41 -0.52 3.58
N5 3.97 -0.63 2.20
C34 3.06 -1.63 2.04
S1 2.16 -1.89 0.65
H31 2.99 -4.42 3.36
H32 1.57 -3.70 2.57
H33 1.78 -3.56 4.33
H34 4.83 -2.58 4.19
H35 3.55 -1.80 5.14
H36 5.48 -0.35 3.65
H37 3.89 0.30 4.10
H38 4.03 0.10 1.52
C35 1.00 4.20 1.95
Te1 1.94 2.34 2.39
C36 3.86 3.23 2.64
H39 0.93 4.81 2.85
H40 0.01 3.97 1.57
H41 1.58 4.71 1.18
H42 4.14 3.77 1.73
H43 4.60 2.45 2.83
H44 3.84 3.91 3.49
C37 -3.33 -4.53 1.33
Ge1 -4.13 -3.14 2.45
C38 -5.06 -3.98 3.95
C39 -5.42 -2.06 1.46
C40 -2.73 -1.98 3.21
Se1 -1.03 -2.08 2.27
C41 -0.07 -0.90 3.47
H45 -4.12 -5.16 0.90
H46 -2.67 -5.16 1.92
H47 -2.75 -4.10 0.51
H48 -5.89 -4.60 3.59
H49 -5.47 -3.22 4.62
H50 -4.38 -4.62 4.52
H51 -6.21 -2.70 1.06
H52 -4.95 -1.53 0.63
H53 -5.87 -1.32 2.12
H54 -2.56 -2.28 4.25
H55 -3.07 -0.94 3.20
H56 -0.57 0.06 3.50
H57 0.94 -0.78 3.09
H58 -0.04 -1.34 4.47

***

No. 5
Here is a cluster of 8 separate species, C32H88N8O8 in total at a distorted geometry from the OMol25 dataset. Energies are from ωB97M-V/def2-TZVPD.

The calculation puts the relative energy (zero: lowest compared OMol25 entry of this formula, charge and spin) at 70.0 kcal per mole. Its SMILES is COC[C@H](C)N.COC[C@H](C)N.COC[C@H](C)N.COC[C@H](C)N.COC[C@H](C)N.COC[C@H](C)N.COC[C@H](C)N.COC[C@H](C)N. The value obtained for the LUMO energy is 0.41 eV. The value obtained for the largest force on an atom is 0.0534 Eh/bohr. As for the HOMO energy: -9.08 eV. The gap between HOMO and LUMO is 0.34866 hartree. The net charge is 0.

Atoms and positions in Å:
C1 -1.14 -0.94 1.61
O1 0.06 -1.19 0.88
C2 0.98 -0.12 1.06
C3 0.63 1.05 0.09
C4 0.48 0.47 -1.30
N1 1.62 2.11 0.09
H1 -1.67 -0.07 1.20
H2 -0.91 -0.61 2.63
H3 -1.79 -1.79 1.43
H4 1.09 0.10 2.12
H5 1.91 -0.60 0.74
H6 -0.34 1.44 0.41
H7 1.28 -0.24 -1.57
H8 0.71 1.26 -2.01
H9 -0.40 -0.12 -1.52
H10 1.50 2.80 -0.63
H11 1.74 2.58 0.98
C5 -3.52 -1.08 4.84
O2 -3.18 -1.00 6.20
C6 -4.29 -1.27 7.04
C7 -5.54 -0.40 6.81
C8 -5.35 1.05 7.13
N2 -6.66 -0.91 7.64
H12 -4.11 -1.97 4.58
H13 -2.59 -1.14 4.27
H14 -4.08 -0.21 4.49
H15 -4.62 -2.29 6.83
H16 -4.03 -1.24 8.10
H17 -5.78 -0.53 5.75
H18 -4.82 1.09 8.09
H19 -6.24 1.66 7.28
H20 -4.80 1.68 6.43
H21 -7.51 -0.58 7.19
H22 -6.71 -1.92 7.57
C9 1.63 7.75 -3.49
O3 2.04 6.98 -2.39
C10 2.61 5.73 -2.78
C11 3.96 5.86 -3.49
C12 4.51 4.51 -3.93
N3 5.00 6.38 -2.55
H23 2.46 8.34 -3.91
H24 0.92 8.50 -3.14
H25 1.20 7.21 -4.34
H26 2.63 4.98 -1.99
H27 1.93 5.30 -3.53
H28 3.96 6.63 -4.26
H29 3.81 4.05 -4.64
H30 4.59 3.85 -3.06
H31 5.50 4.53 -4.37
H32 5.25 5.65 -1.89
H33 4.54 7.18 -2.12
C13 2.36 0.96 -4.02
O4 3.14 0.99 -5.21
C14 3.81 -0.22 -5.45
C15 4.06 -0.36 -6.95
C16 4.82 0.80 -7.60
N4 2.92 -0.76 -7.81
H34 1.48 0.39 -4.34
H35 2.07 1.96 -3.73
H36 2.82 0.45 -3.17
H37 4.81 -0.34 -5.03
H38 3.15 -1.06 -5.19
H39 4.76 -1.20 -7.03
H40 5.41 1.36 -6.86
H41 4.23 1.63 -8.01
H42 5.56 0.49 -8.34
H43 2.10 -0.23 -7.55
H44 3.13 -0.54 -8.77
C17 8.32 5.99 -0.27
O5 7.28 5.13 0.15
C18 7.37 3.80 -0.26
C19 5.98 3.16 -0.18
C20 5.35 3.45 1.19
N5 6.06 1.69 -0.32
H45 9.17 5.93 0.41
H46 7.94 7.01 -0.16
H47 8.57 5.86 -1.32
H48 7.75 3.71 -1.29
H49 8.09 3.32 0.43
H50 5.27 3.49 -0.94
H51 5.99 3.05 1.98
H52 4.35 3.08 1.42
H53 5.26 4.52 1.40
H54 6.05 1.33 0.63
H55 5.24 1.30 -0.78
C21 -6.17 -1.95 0.23
O6 -6.02 -0.70 -0.41
C22 -5.72 0.35 0.49
C23 -4.23 0.73 0.54
C24 -3.97 2.10 1.18
N6 -3.71 0.79 -0.82
H56 -6.91 -1.86 1.04
H57 -5.26 -2.43 0.59
H58 -6.64 -2.63 -0.48
H59 -6.29 1.24 0.18
H60 -6.17 0.13 1.47
H61 -3.71 -0.01 1.15
H62 -2.92 2.35 1.25
H63 -4.41 2.12 2.18
H64 -4.51 2.85 0.60
H65 -3.72 -0.12 -1.26
H66 -4.22 1.49 -1.35
C25 -2.56 -3.64 -1.23
O7 -3.63 -4.31 -0.57
C26 -3.99 -5.52 -1.24
C27 -5.12 -6.16 -0.47
C28 -4.74 -6.57 0.97
N7 -5.69 -7.26 -1.25
H67 -2.04 -2.97 -0.54
H68 -2.95 -3.00 -2.02
H69 -1.81 -4.37 -1.55
H70 -4.41 -5.20 -2.20
H71 -3.10 -6.16 -1.35
H72 -5.88 -5.38 -0.35
H73 -4.19 -7.51 0.86
H74 -5.64 -6.81 1.54
H75 -4.13 -5.80 1.44
H76 -6.41 -7.75 -0.73
H77 -5.00 -7.99 -1.38
C29 2.42 -3.82 2.08
O8 1.61 -4.84 2.63
C30 0.43 -4.25 3.19
C31 -0.64 -5.33 3.27
C32 -0.99 -5.77 1.88
N8 -1.83 -4.77 3.98
H78 1.99 -3.46 1.15
H79 3.43 -4.19 1.85
H80 2.59 -2.99 2.77
H81 0.64 -3.82 4.18
H82 0.13 -3.42 2.54
H83 -0.19 -6.12 3.88
H84 -1.14 -4.88 1.25
H85 -1.90 -6.32 1.66
H86 -0.19 -6.26 1.32
H87 -1.51 -4.47 4.89
H88 -2.09 -3.95 3.44

***

No. 6
Here is a structure of composition C9H10N4Sr at a distorted geometry from the OMol25 dataset. Energies are from ωB97M-V/def2-TZVPD.

The value obtained for the LUMO energy is 5.48 eV. The value obtained for the largest force on an atom is 0.0704 Eh/bohr. As for the HOMO energy: 0.92 eV. The gap between HOMO and LUMO is 0.16778 hartree. The net charge is -2.

Atoms and positions in Å:
C1 -0.43 1.07 -2.44
C2 0.97 1.23 -2.23
C3 1.16 2.21 -1.21
C4 -0.13 2.66 -0.79
C5 -1.12 1.96 -1.56
Sr1 -0.01 -0.18 0.17
N1 -1.56 -1.37 -0.95
C6 -0.31 -2.37 -0.87
C7 1.01 -1.90 -1.29
H1 2.12 2.57 -0.83
H2 1.76 0.70 -2.76
H3 -0.33 3.41 -0.02
H4 -2.20 2.08 -1.49
H5 -0.90 0.39 -3.15
H6 1.18 -1.74 -2.34
H7 -0.21 -2.80 0.16
H8 -2.37 -1.94 -0.65
H9 1.83 -2.37 -0.76
H10 -0.56 -3.22 -1.54
N2 0.16 -0.07 2.64
C8 0.07 0.17 3.79
N3 -0.03 0.56 5.00
C9 -0.04 -0.22 6.05
N4 -0.05 -0.82 7.06

***

No. 7
Here is a structure of composition C24H43ClP2Ti at a distorted geometry from the OMol25 dataset. Energies are from ωB97M-V/def2-TZVPD.

The calculation puts the relative energy (zero: lowest compared OMol25 entry of this formula, charge and spin) at 83.3 kcal per mole. The value obtained for the LUMO energy (alpha / beta) is -4.24 / -4.05 eV. The value obtained for the largest force on an atom is 0.0656 Eh/bohr. As for the HOMO energy (alpha / beta): -10.85 / -11.00 eV. The gap between HOMO and LUMO (alpha / beta) is 0.24282 / 0.25511 hartree. The net charge is +1. As for the spin multiplicity: 2.

Atoms and positions in Å:
Ti1 0.11 0.03 2.13
C1 -1.66 -0.75 3.76
C2 -1.27 -1.82 2.90
C3 0.58 -1.16 4.15
C4 -0.54 -0.36 4.54
C5 0.13 -2.07 3.13
C6 -3.07 -0.31 4.00
H1 -3.67 -0.40 3.09
H2 -3.10 0.74 4.33
H3 -3.56 -0.91 4.78
C7 -0.58 0.55 5.72
H4 -1.40 1.26 5.64
H5 0.35 1.11 5.83
H6 -0.72 -0.03 6.65
C8 1.88 -1.27 4.87
H7 1.81 -1.92 5.75
H8 2.23 -0.29 5.22
H9 2.66 -1.69 4.22
C9 0.91 -3.23 2.61
H10 0.83 -4.09 3.28
H11 1.97 -2.98 2.53
H12 0.56 -3.55 1.63
C10 -2.19 -2.69 2.11
H13 -2.47 -3.60 2.67
H14 -1.72 -3.02 1.18
H15 -3.12 -2.17 1.86
C11 -0.74 1.99 1.13
C12 -1.83 1.13 1.20
C13 -2.27 0.22 0.10
C14 -1.18 -0.58 -0.67
C15 0.04 -1.04 0.08
C16 1.18 -0.24 0.25
C17 1.30 1.14 -0.35
C18 0.17 2.18 -0.07
H16 -2.83 0.76 -0.67
H17 -0.92 -0.01 -1.56
H18 -3.00 -0.48 0.53
H19 -0.41 2.30 -0.99
H20 -0.70 2.80 1.87
H21 -2.58 1.32 1.97
H22 0.67 3.14 0.10
H23 2.25 1.58 -0.03
H24 2.09 -0.66 0.72
H25 1.37 1.08 -1.45
H26 -1.68 -1.49 -1.03
H27 0.13 -2.12 0.24
P1 -0.35 1.25 -4.00
C19 -0.44 3.09 -4.15
C20 -1.66 0.90 -5.27
P2 1.92 -0.53 -4.76
C21 1.08 1.07 -5.16
C22 1.40 -1.46 -6.28
C23 3.56 -0.08 -5.48
H28 0.43 3.53 -3.65
H29 -1.35 3.44 -3.67
H30 -0.44 3.40 -5.21
H31 -1.53 1.55 -6.15
H32 -2.63 1.12 -4.82
H33 -1.63 -0.14 -5.58
H34 3.48 0.28 -6.52
H35 4.20 -0.97 -5.46
H36 4.02 0.71 -4.86
H37 1.80 1.89 -5.04
H38 0.73 1.07 -6.21
H39 1.98 -2.38 -6.33
H40 1.60 -0.88 -7.19
H41 0.33 -1.71 -6.23
Cl1 1.19 2.67 3.84
C24 1.68 1.30 2.83
H42 2.22 1.76 1.99
H43 2.41 0.75 3.43

***

No. 8
Here is the ion C3H10NO3 with charge +1 at a distorted geometry from the OMol25 dataset. Energies are from ωB97M-V/def2-TZVPD.

The calculation puts the relative energy (zero: lowest compared OMol25 entry of this formula, charge and spin) at 60.3 kcal per mole. Its SMILES is C[NH2+][C@H](O)C(O)O. The value obtained for the LUMO energy is -3.12 eV. The value obtained for the largest force on an atom is 0.0979 Eh/bohr. As for the HOMO energy: -15.61 eV. The gap between HOMO and LUMO is 0.45903 hartree. The net charge is +1.

Atoms and positions in Å:
C1 1.21 1.79 -0.79
N1 0.88 0.62 0.10
C2 -0.64 0.19 -0.02
O1 -1.46 0.76 0.87
C3 -0.74 -1.38 0.06
O2 -0.86 -1.65 1.47
O3 0.24 -2.07 -0.57
H1 0.67 2.68 -0.53
H2 2.19 2.09 -0.88
H3 0.92 1.72 -1.88
H4 1.58 -0.08 -0.21
H5 0.94 0.93 1.09
H6 -1.08 0.44 -1.10
H7 -1.49 0.08 1.57
H8 -1.73 -1.69 -0.40
H9 -1.30 -2.41 1.67
H10 0.05 -2.95 -0.52

***

No. 9
Here is a structure of composition C27H24BCrN2O2PS from the OMol25 dataset. Energies are from ωB97M-V/def2-TZVPD.

The calculation puts the relative energy (zero: lowest compared OMol25 entry of this formula, charge and spin) at 18.7 kcal per mole. The value obtained for the LUMO energy (alpha / beta) is 2.56 / 2.30 eV. The value obtained for the largest force on an atom is 0.0111 Eh/bohr. As for the HOMO energy (alpha / beta): -3.27 / -4.13 eV. The gap between HOMO and LUMO (alpha / beta) is 0.21429 / 0.23611 hartree. The net charge is -1. As for the spin multiplicity: 6.

Atoms and positions in Å:
Cr1 0.50 -1.33 -0.42
O1 -1.17 -1.75 -1.60
C1 -1.36 -0.63 -1.07
C2 -1.61 0.65 -1.73
C3 -2.16 1.00 -2.96
C4 -2.22 2.35 -3.28
C5 -1.74 3.32 -2.41
C6 -1.20 2.96 -1.17
C7 -1.15 1.63 -0.84
P1 -0.72 0.65 0.70
C8 -2.36 0.68 1.52
C9 -3.07 1.87 1.65
C10 -4.33 1.88 2.23
C11 -4.89 0.69 2.68
C12 -4.19 -0.50 2.54
C13 -2.93 -0.50 1.97
C14 0.23 2.04 1.50
C15 -0.07 2.63 2.72
C16 0.75 3.63 3.24
C17 1.87 4.05 2.54
C18 2.19 3.45 1.32
C19 1.37 2.46 0.81
H1 -2.50 0.24 -3.65
H2 -2.63 2.66 -4.24
H3 -1.79 4.37 -2.69
H4 -0.81 3.72 -0.50
H5 -2.64 2.80 1.29
H6 -4.88 2.81 2.32
H7 -5.88 0.69 3.12
H8 -4.62 -1.43 2.89
H9 -2.38 -1.43 1.86
H10 -0.93 2.30 3.28
H11 0.50 4.09 4.19
H12 2.51 4.82 2.94
H13 3.07 3.76 0.77
H14 1.61 2.00 -0.14
O2 3.11 -2.12 1.47
C20 2.38 -3.32 1.60
C21 2.15 -3.95 0.26
C22 2.70 -5.19 -0.05
C23 2.49 -5.74 -1.30
C24 1.73 -5.04 -2.22
C25 1.21 -3.81 -1.85
N1 1.41 -3.28 -0.64
H15 2.50 -1.39 1.63
H16 1.41 -3.13 2.08
H17 2.95 -4.01 2.23
H18 3.30 -5.70 0.69
H19 2.92 -6.70 -1.56
H20 1.54 -5.42 -3.22
H21 0.61 -3.22 -2.53
S1 0.44 -0.74 3.08
C26 0.19 -0.82 1.46
B1 3.05 0.34 -4.17
C27 2.21 -0.18 -2.94
N2 1.60 -0.57 -2.03
H22 4.19 -0.04 -4.02
H23 2.56 -0.13 -5.18
H24 2.98 1.55 -4.17

***

No. 10
Here is a structure of composition C2H6F4N5P3 at a distorted geometry from the OMol25 dataset. Energies are from ωB97M-V/def2-TZVPD.

The value obtained for the LUMO energy is 0.70 eV. The value obtained for the largest force on an atom is 0.0745 Eh/bohr. As for the HOMO energy: -9.71 eV. The gap between HOMO and LUMO is 0.38242 hartree. The net charge is 0.

Atoms and positions in Å:
C1 -2.55 0.13 -0.68
C2 -2.51 -0.23 0.72
N1 0.90 1.33 -0.21
N2 0.86 -1.33 0.20
N3 3.37 0.04 -0.01
N4 -1.19 -0.07 -1.20
N5 -1.24 0.32 1.19
F1 2.96 2.32 -1.18
F2 2.87 2.28 1.15
F3 2.74 -2.22 -1.19
F4 2.91 -2.23 1.24
P1 -0.03 0.05 0.01
P2 2.46 1.35 -0.03
P3 2.48 -1.28 0.11
H1 -3.16 -0.45 -1.28
H2 -2.87 1.11 -0.82
H3 -3.30 0.22 1.31
H4 -2.63 -1.30 0.80
H5 -1.05 0.15 -2.20
H6 -1.00 -0.18 2.05

***

Q: net charge of number 4 (C41H58BiGeN5O4SSeSiTe)?
A: 0